[1]
Formula: C12H9NO2
Source: the OMol25 dataset
Level of theory: ωB97M-V/def2-TZVPD

Last columns: bonded neighbours and bond lengths (Å).
CARTESIAN COORDINATES (ANGSTROEM)
1 C 0.2715 2.9694 0.1908  C2 1.340, N15 1.437, H16 1.152
2 C 0.1807 1.9229 -0.6407  C1 1.340, C3 1.505, H17 1.094
3 C -0.1155 0.6898 0.1706  C2 1.505, C4 1.633, C9 1.559, C14 1.495
4 C 1.1564 -0.3193 -0.0015  C3 1.633, C5 1.414, C8 1.344
5 C 1.7666 -0.9532 -1.1080  C4 1.414, C6 1.391, H18 1.003
6 C 2.8544 -1.6651 -0.6141  C5 1.391, O7 1.335, H19 1.109
7 O 2.8622 -1.5526 0.7157  C6 1.335, C8 1.362
8 C 1.8467 -0.7209 1.0795  C4 1.344, O7 1.362, H20 1.045
9 C -1.4157 -0.1554 0.0080  C3 1.559, C10 1.398, C13 1.386
10 C -1.6725 -1.3009 0.7665  C9 1.398, C11 1.401, H21 1.048
11 C -2.9916 -1.7033 0.5193  C10 1.401, O12 1.307, H22 1.152
12 O -3.5911 -0.7885 -0.1970  C11 1.307, C13 1.410
13 C -2.6414 0.1979 -0.5331  C9 1.386, O12 1.410, H23 1.020
14 C -0.1968 1.3013 1.5325  C3 1.495, N15 1.274, H24 1.172
15 N -0.0457 2.5661 1.5336  C1 1.437, C14 1.274
16 H 0.6246 4.0488 -0.0046  C1 1.152
17 H 0.3999 1.9605 -1.7120  C2 1.094
18 H 1.6128 -0.7707 -2.0824  C5 1.003
19 H 3.6237 -2.3808 -0.9675  C6 1.109
20 H 1.6931 -0.5180 2.0931  C8 1.045
21 H -0.8346 -1.8236 1.1179  C10 1.048
22 H -3.5482 -2.6835 0.7555  C11 1.152
23 H -2.8978 0.9222 -1.2042  C13 1.020
24 H -0.5517 0.7245 2.4896  C14 1.172

Values from the calculation:
**Structure (SMILES)**: C1=CC(c2ccoc2)(c2ccoc2)C=N1
**Largest force on an atom**: 3.69 eV/Å
**HOMO level**: -8.753 eV
**HOMO-LUMO gap**: 9.46 eV
**Relative energy (zero: lowest compared OMol25 entry of this formula, charge and spin)**: 34.07 kcal/mol
**Molecular weight**: 199.2 g/mol

***

[2]
Formula: C3H11NS
Source: the OMol25 dataset
Level of theory: ωB97M-V/def2-TZVPD

Last columns: bonded neighbours and bond lengths (Å).
CARTESIAN COORDINATES (ANGSTROEM)
1 C -1.8541 -0.9908 -1.0004  S2 1.790, H3 1.204, H4 1.065, H5 1.107
2 S -0.6532 -0.3597 -2.1689  C1 1.790
3 H -2.8225 -1.1077 -1.7057  C1 1.204
4 H -1.4437 -1.9171 -0.6726  C1 1.065
5 H -2.0786 -0.3396 -0.1332  C1 1.107
6 C 0.4077 -0.7927 0.8864  N7 1.539, H9 1.142, H10 1.143, H11 1.082
7 N 1.2454 0.4973 0.8301  C6 1.539, C8 1.525, H12 1.093, H13 1.007
8 C 0.7876 1.5733 -0.1482  N7 1.525, H14 1.080, H15 1.188, H16 1.117
9 H 0.9738 -1.5647 1.5087  C6 1.142
10 H -0.5837 -0.5641 1.4062  C6 1.143
11 H 0.3528 -1.2400 -0.0974  C6 1.082
12 H 2.2990 0.2701 0.6468  N7 1.093
13 H 1.1877 0.9509 1.7278  N7 1.007
14 H 1.1337 1.2644 -1.1231  C8 1.080
15 H 1.3625 2.5650 0.1637  C8 1.188
16 H -0.3144 1.7556 -0.1202  C8 1.117

Values from the calculation:
**Largest force on an atom**: 3.34 eV/Å
**HOMO level**: -5.827 eV
**HOMO-LUMO gap**: 5.41 eV
**Relative energy (zero: lowest compared OMol25 entry of this formula, charge and spin)**: 80.72 kcal/mol
**Molecular weight**: 93.2 g/mol

***

[3]
Formula: C6H10O
Source: the OMol25 dataset
Level of theory: ωB97M-V/def2-TZVPD

Last columns: bonded neighbours and bond lengths (Å).
CARTESIAN COORDINATES (ANGSTROEM)
1 C 1.3836 -0.5814 -0.4441  C2 1.432, H8 1.092, H10 1.071
2 C 0.6841 0.1286 0.5843  C1 1.432, C3 1.563, C7 1.545, H11 1.077
3 C 0.0852 1.1832 -0.4023  C2 1.563, C4 1.526, H13 1.085
4 C -1.3264 0.6901 -0.0989  C3 1.526, O5 1.456, C7 1.528, H14 1.098
5 O -1.8180 -0.4195 -0.9041  C4 1.456, C6 1.440
6 C -1.4096 -1.3738 0.0940  O5 1.440, C7 1.522, H15 1.099, H16 1.099
7 C -0.7633 -0.2831 0.9363  C2 1.545, C4 1.528, C6 1.522, H17 1.094
8 H 2.4424 -0.8185 -0.3226  C1 1.092
9 H 2.4317 1.4143 -0.3732  no bonds
10 H 0.8676 -1.0690 -1.2461  C1 1.071
11 H 1.3009 0.5071 1.3825  C2 1.077
12 H 1.8151 1.9720 -0.1808  no bonds
13 H 0.4178 1.4794 -1.3911  C3 1.085
14 H -2.1190 1.4249 0.0945  C4 1.098
15 H -0.7469 -2.1495 -0.3156  C6 1.099
16 H -2.2614 -1.8687 0.5807  C6 1.099
17 H -0.9838 -0.2362 2.0066  C7 1.094

Values from the calculation:
**Largest force on an atom**: 2.62 eV/Å
**HOMO level (spin up / spin down)**: -8.145 / -8.282 eV
**HOMO-LUMO gap (spin up / spin down)**: 8.04 / 8.34 eV
**Relative energy (zero: lowest compared OMol25 entry of this formula, charge and spin)**: 155.19 kcal/mol
**Molecular weight**: 98.1 g/mol

***

[4]
Formula: C6H2IN
Source: the OMol25 dataset
Level of theory: ωB97M-V/def2-TZVPD

Last columns: bonded neighbours and bond lengths (Å).
CARTESIAN COORDINATES (ANGSTROEM)
1 C 0.3254 -0.7544 0.0845  C2 1.497, C3 1.350, H9 1.159
2 C -0.7403 0.2930 0.1732  C1 1.497, C6 1.424, H10 1.065
3 C -0.0902 -2.0385 0.0846  C1 1.350, C4 1.553, C5 1.738, N7 1.448
4 C -1.3595 -2.9319 0.0291  C3 1.553, C5 1.280, N7 1.286
5 C -1.7778 -1.7850 0.4143  C3 1.738, C4 1.280, C6 1.360
6 C -1.9534 -0.4503 0.2219  C2 1.424, C5 1.360, I8 2.128
7 N -0.2209 -3.4258 -0.3094  C3 1.448, C4 1.286
8 I -3.9589 0.2131 -0.0381  C6 2.128
9 H 1.4045 -0.4537 -0.2125  C1 1.159
10 H -0.6348 1.3450 0.0460  C2 1.065

Values from the calculation:
**Multiplicity**: 3
**Largest force on an atom**: 7.53 eV/Å
**<S²>**: 2.036
**HOMO level (spin up / spin down)**: -6.109 / -9.504 eV
**HOMO-LUMO gap (spin up / spin down)**: 5.93 / 7.60 eV
**Molecular weight**: 215.0 g/mol